Entry 1:
The following is a quantum chemistry calculation of a molecular structure, C24H33N7O13P2V in a non-equilibrium geometry, from OMol25.

## Properties
spin multiplicity = 2
LUMO (alpha / beta) = -7.10 / -6.76 eV
charge = +2

Last column: Löwdin spin population.
Cartesian coordinates (Å):
V (0.433, 0.003, -0.408)  0.994
C (-0.473, -4.027, -1.786)  0.000
C (0.040, -2.795, -1.128)  0.001
N (-0.573, -1.677, -1.090)  -0.008
C (-1.890, -1.430, -1.699)  0.002
C (-2.645, -0.592, -0.693)  -0.001
N (-1.789, 0.567, -0.308)  -0.015
C (-2.162, 1.853, -0.926)  -0.001
C (-1.096, 2.826, -0.513)  -0.001
N (0.181, 2.219, -0.952)  -0.014
C (1.387, 3.002, -0.553)  -0.001
C (1.963, 2.403, 0.710)  0.003
N (2.133, 0.966, 0.410)  -0.002
C (3.089, 0.228, 0.833)  0.000
C (4.237, 0.646, 1.685)  0.000
C (2.949, -1.210, 0.416)  0.002
C (3.861, -2.214, 0.647)  -0.001
C (3.518, -3.509, 0.276)  0.002
C (2.279, -3.780, -0.294)  0.000
C (1.412, -2.731, -0.515)  0.001
N (1.780, -1.484, -0.179)  -0.010
H (-0.467, -3.865, -2.869)  0.000
H (-1.496, -4.237, -1.475)  0.000
H (0.134, -4.901, -1.565)  0.000
H (-2.420, -2.341, -1.951)  0.000
H (-1.713, -0.878, -2.622)  0.000
H (-2.848, -1.177, 0.202)  0.000
H (-3.594, -0.259, -1.108)  -0.001
H (-1.825, 0.699, 0.705)  0.001
H (-3.146, 2.180, -0.595)  -0.001
H (-2.192, 1.729, -2.009)  0.000
H (-1.080, 2.932, 0.574)  0.000
H (-1.245, 3.806, -0.963)  -0.001
H (0.163, 2.151, -1.964)  0.001
H (1.142, 4.052, -0.400)  -0.001
H (2.115, 2.938, -1.359)  0.000
H (1.247, 2.487, 1.534)  0.000
H (2.889, 2.893, 0.992)  0.000
H (4.095, 1.634, 2.107)  0.000
H (5.161, 0.637, 1.103)  0.000
H (4.353, -0.067, 2.505)  0.000
H (4.817, -1.997, 1.107)  0.000
H (4.218, -4.318, 0.446)  0.000
H (2.002, -4.792, -0.551)  0.000
C (-1.058, -1.240, 5.054)  0.000
C (-1.183, -0.576, 3.679)  0.000
O (-2.517, -0.588, 3.150)  0.000
P (-0.823, 1.232, 3.723)  0.000
O (-1.611, 1.761, 4.986)  0.000
O (0.692, 1.348, 4.181)  0.000
O (-1.097, 1.875, 2.431)  0.000
P (-0.171, -1.451, 2.439)  0.004
O (1.319, -1.546, 3.005)  0.001
O (-0.725, -2.750, 2.034)  0.001
O (-0.054, -0.371, 1.291)  0.023
H (-1.700, -0.734, 5.774)  0.000
H (-0.031, -1.209, 5.423)  0.000
H (-1.358, -2.291, 4.992)  0.000
H (-2.942, -1.422, 3.395)  0.000
H (-2.476, 2.148, 4.796)  0.000
H (0.844, 1.393, 5.133)  0.000
H (1.472, -2.394, 3.444)  0.000
O (0.658, -1.342, -3.744)  0.008
C (1.408, -0.556, -3.246)  0.003
O (1.079, 0.143, -2.113)  0.010
C (2.745, -0.257, -3.809)  0.000
C (3.778, 0.154, -2.989)  0.000
C (5.030, 0.315, -3.535)  0.000
C (5.292, 0.133, -4.873)  0.000
C (4.224, -0.246, -5.661)  0.000
C (2.962, -0.470, -5.166)  0.000
N (4.462, -0.438, -7.119)  0.000
O (3.498, -0.711, -7.799)  0.000
O (5.599, -0.305, -7.507)  0.000
N (6.145, 0.676, -2.623)  0.000
O (7.216, 0.916, -3.112)  0.000
O (5.894, 0.692, -1.426)  0.000
H (3.624, 0.344, -1.939)  0.000
H (6.278, 0.275, -5.291)  0.000
H (2.170, -0.804, -5.822)  0.000

Entry 2:
The following is a quantum chemistry calculation of a molecular structure, C24H33O5 in a non-equilibrium geometry, from OMol25.

## Properties
LUMO = 2.28 eV
charge = -1

Last column: Löwdin charge in e.
Cartesian coordinates (Å):
C (2.463, -3.763, 2.410)  -0.160
H (3.174, -3.122, 1.673)  0.149
H (2.696, -4.746, 2.174)  0.079
H (2.777, -3.430, 3.394)  0.100
C (1.279, -3.456, 2.038)  -0.483
H (0.498, -4.029, 2.917)  0.209
C (0.575, -2.152, 2.127)  -0.176
H (-0.381, -2.135, 1.941)  0.085
C (0.882, -1.260, 0.584)  -0.153
C (-0.336, -1.316, -0.395)  -0.568
O (-1.597, -1.691, -0.079)  -0.173
C (-0.142, -0.342, -1.579)  -0.027
H (0.946, -0.158, -1.855)  0.110
H (-1.033, -0.462, -2.287)  0.143
C (-0.376, 1.128, -0.849)  -0.153
H (-1.509, 0.899, -0.162)  0.197
C (0.601, 1.422, 0.440)  -0.167
C (0.386, 2.622, 1.104)  -0.546
O (1.168, 3.149, 1.666)  0.204
C (-0.905, 3.370, 0.599)  0.011
H (-0.734, 4.365, 1.042)  0.121
H (-1.839, 2.715, 0.840)  0.155
C (-0.758, 3.592, -1.008)  -0.186
C (-1.884, 4.517, -1.362)  -0.177
C (-3.012, 3.996, -1.592)  -0.411
O (-4.108, 4.729, -0.973)  -0.097
C (-3.103, 2.669, -1.608)  -0.069
C (-2.032, 2.142, -2.696)  -0.034
H (-2.124, 1.049, -2.730)  0.117
H (-1.961, 2.797, -3.394)  0.044
C (-0.667, 2.291, -1.872)  -0.383
C (0.629, 2.360, -2.809)  -0.009
H (0.390, 3.268, -3.405)  0.090
H (1.553, 2.401, -2.161)  0.101
H (0.510, 1.489, -3.356)  0.042
H (-4.253, 2.390, -2.471)  0.247
H (-3.166, 2.018, -0.963)  0.021
H (-1.799, 4.803, -2.355)  0.154
H (-1.726, 5.522, -0.902)  0.178
H (0.208, 3.977, -1.122)  0.119
C (0.345, 0.240, 1.409)  -0.118
C (1.098, 0.017, 2.669)  -0.216
H (0.917, 0.855, 3.342)  0.102
H (2.376, 0.488, 2.477)  0.192
C (1.240, -1.343, 3.008)  -0.255
H (0.505, -1.127, 3.946)  0.183
H (2.151, -1.468, 3.480)  0.099
H (-0.597, 0.265, 1.669)  0.092
H (1.610, 1.338, -0.277)  0.189
C (2.180, -1.444, 0.082)  -0.048
H (2.955, -1.243, 0.800)  0.086
H (2.429, -0.460, -0.679)  0.145
H (2.314, -2.052, -0.633)  0.014
C (0.755, -4.331, 0.843)  -0.107
C (-0.667, -4.165, 0.174)  -0.078
H (-1.427, -3.574, 0.617)  0.090
H (-0.988, -5.231, 0.059)  0.111
C (-0.350, -3.872, -1.296)  -0.383
O (-0.516, -4.550, -2.368)  -0.004
O (-0.175, -2.478, -1.319)  -0.078
H (1.660, -4.058, -0.015)  0.173
H (0.895, -5.424, 1.050)  0.108

Entry 3:
The following is a quantum chemistry calculation of a molecular structure, C24H34AsF6N2O10S3 in a non-equilibrium geometry, from OMol25.

## Properties
LUMO = 1.16 eV
charge = -1

Last column: Löwdin charge in e.
Cartesian coordinates (Å):
As (1.335, 1.269, 0.328)  1.139
F (1.636, 0.111, 1.697)  -0.257
F (3.041, 1.049, -0.304)  -0.224
F (0.912, 2.429, -0.966)  -0.392
F (-0.327, 1.499, 0.988)  -0.296
F (1.830, 2.636, 1.403)  -0.234
F (0.817, -0.046, -0.718)  -0.290
C (-1.890, -0.313, 1.130)  -0.042
C (-2.867, -1.228, 1.533)  -0.056
C (-4.185, -1.077, 1.141)  -0.010
C (-4.512, -0.045, 0.309)  -0.130
C (-3.540, 0.870, -0.125)  -0.007
C (-2.258, 0.736, 0.286)  -0.056
N (-5.861, 0.030, -0.255)  -0.327
O (-5.936, 0.571, -1.330)  0.084
O (-6.843, -0.553, 0.297)  0.030
H (-0.872, -0.506, 1.432)  0.084
H (-2.450, -1.950, 2.219)  0.108
H (-4.922, -1.696, 1.631)  0.119
H (-3.771, 1.732, -0.734)  0.044
H (-1.490, 1.381, -0.115)  0.033
C (3.326, -0.532, 2.181)  -0.112
C (3.667, -1.743, 2.770)  -0.141
C (3.452, -2.054, 4.074)  -0.027
C (2.811, -1.156, 4.929)  -0.154
C (2.615, 0.213, 4.481)  0.021
C (2.936, 0.458, 3.112)  -0.068
N (2.350, -1.631, 6.255)  -0.334
O (3.037, -2.417, 7.009)  0.004
O (1.269, -1.161, 6.515)  0.062
H (3.298, -0.329, 1.121)  0.088
H (4.094, -2.467, 2.092)  0.079
H (3.481, -3.049, 4.493)  0.112
H (2.127, 1.063, 4.933)  0.103
H (2.495, 1.419, 2.890)  0.079
C (-0.268, -0.524, -2.544)  -0.208
C (0.890, -1.309, -3.122)  -0.197
C (2.200, -0.404, -3.010)  -0.184
S (1.573, 1.157, -3.606)  0.818
O (1.456, 1.188, -5.098)  -0.352
O (2.271, 2.325, -2.925)  -0.358
C (-0.159, 1.003, -2.869)  -0.225
H (-0.089, -0.627, -1.473)  0.018
H (-1.218, -0.960, -2.853)  0.121
H (0.595, -1.362, -4.170)  0.110
H (0.860, -2.342, -2.776)  0.085
H (3.090, -0.786, -3.511)  0.111
H (2.616, -0.056, -2.065)  0.062
H (-0.918, 1.388, -3.549)  0.120
H (-0.176, 1.474, -1.886)  0.027
C (-2.995, 4.169, -2.296)  -0.190
C (-2.638, 2.840, -1.550)  -0.178
C (-1.125, 2.975, -1.003)  -0.231
S (-0.157, 3.798, -2.282)  0.779
O (0.111, 2.910, -3.335)  -0.439
O (0.919, 4.580, -1.649)  -0.304
C (-1.725, 4.919, -2.807)  -0.134
H (-3.466, 4.820, -1.559)  0.100
H (-3.719, 4.030, -3.099)  0.105
H (-2.675, 2.051, -2.301)  0.125
H (-3.311, 2.730, -0.699)  0.077
H (-0.694, 2.026, -0.686)  0.014
H (-1.281, 3.762, -0.265)  0.141
H (-1.504, 5.079, -3.862)  0.082
H (-1.728, 5.869, -2.274)  0.080
C (0.049, -4.279, 0.949)  -0.204
C (-0.318, -2.941, 0.254)  -0.135
C (1.061, -2.430, -0.412)  -0.208
S (2.484, -3.151, 0.360)  0.782
O (3.383, -2.128, 0.933)  -0.423
O (3.044, -4.047, -0.607)  -0.311
C (1.439, -4.031, 1.640)  -0.176
H (0.138, -5.143, 0.291)  0.108
H (-0.656, -4.510, 1.748)  0.106
H (-0.536, -2.235, 1.055)  0.059
H (-1.143, -3.133, -0.433)  0.121
H (1.124, -1.343, -0.366)  0.016
H (1.271, -2.668, -1.455)  0.057
H (1.209, -3.287, 2.402)  0.095
H (1.913, -4.916, 2.063)  0.101

Entry 4:
The following is a quantum chemistry calculation of a molecular structure, C24H34BN8NiS in a non-equilibrium geometry, from OMol25.

## Properties
LUMO (alpha / beta) = -4.04 / -4.05 eV
charge = +1

Last column: Löwdin charge in e.
Cartesian coordinates (Å):
Ni (-0.109, 0.116, -0.782)  0.594
C (1.478, -0.049, -3.797)  -0.048
C (0.179, -0.814, -4.079)  -0.344
C (0.174, -2.142, -3.310)  -0.049
C (-1.002, 0.019, -3.669)  -0.241
C (-2.069, 0.540, -4.403)  0.024
C (-2.856, 1.211, -3.481)  -0.023
N (-2.289, 1.088, -2.277)  0.004
N (-1.166, 0.369, -2.393)  0.039
B (-2.708, 1.586, -0.881)  -0.483
N (-1.566, 2.495, -0.379)  -0.013
C (-1.670, 3.755, 0.063)  -0.041
C (-0.398, 4.254, 0.246)  0.008
C (0.469, 3.215, -0.123)  -0.241
N (-0.264, 2.150, -0.473)  0.068
C (1.969, 3.343, -0.202)  -0.346
C (2.672, 3.106, 1.145)  -0.047
C (2.580, 2.461, -1.292)  -0.063
N (-2.829, 0.319, -0.002)  -0.015
C (-3.928, -0.097, 0.640)  -0.040
C (-3.679, -1.350, 1.158)  0.005
C (-2.362, -1.654, 0.784)  -0.238
N (-1.861, -0.618, 0.096)  0.071
C (-1.662, -2.970, 1.008)  -0.353
C (-0.620, -2.916, 2.132)  -0.051
C (-2.673, -4.073, 1.330)  -0.072
H (2.351, -0.642, -4.071)  0.090
H (1.514, 0.894, -4.340)  0.093
H (1.537, 0.176, -2.725)  0.037
H (0.098, -1.014, -5.148)  0.144
H (0.200, -1.942, -2.230)  0.050
H (-0.725, -2.721, -3.519)  0.091
H (1.046, -2.742, -3.569)  0.087
H (-2.228, 0.441, -5.463)  0.113
H (-3.781, 1.748, -3.609)  0.134
H (-3.737, 2.180, -0.909)  0.126
H (-2.634, 4.217, 0.191)  0.130
H (-0.120, 5.245, 0.563)  0.115
H (2.147, 4.385, -0.475)  0.139
H (2.843, 2.044, 1.309)  0.060
H (3.642, 3.604, 1.147)  0.086
H (2.091, 3.495, 1.982)  0.085
H (2.297, 1.418, -1.140)  0.030
H (2.244, 2.768, -2.282)  0.086
H (3.668, 2.521, -1.260)  0.090
H (-4.820, 0.506, 0.659)  0.130
H (-4.361, -1.967, 1.714)  0.108
H (-1.151, -3.234, 0.076)  0.133
H (-1.068, -2.540, 3.054)  0.097
H (-0.233, -3.918, 2.321)  0.086
H (0.219, -2.277, 1.867)  0.033
H (-3.152, -3.876, 2.290)  0.084
H (-3.444, -4.154, 0.564)  0.088
H (-2.163, -5.032, 1.408)  0.083
N (3.608, -2.186, 4.664)  0.102
C (2.956, -1.021, 4.553)  -0.825
S (2.900, 0.078, 5.780)  0.726
C (2.309, -0.735, 3.247)  -0.216
C (2.828, -1.216, 2.044)  0.009
C (2.175, -0.926, 0.862)  -0.100
N (1.054, -0.206, 0.822)  -0.011
C (0.559, 0.273, 1.971)  -0.104
C (1.156, 0.042, 3.191)  -0.009
H (4.048, -2.411, 5.540)  0.108
H (3.609, -2.879, 3.935)  0.106
H (3.751, -1.777, 2.013)  0.124
H (2.567, -1.285, -0.083)  0.129
H (-0.346, 0.862, 1.903)  0.124
H (0.738, 0.461, 4.094)  0.106